No. 1
DFT (ωB97M-V/def2-TZVPD) results for a cluster of 3 separate species, C5H14NO2 in total.

```
22
Properties=species:S:1:pos:R:3:nbo_charge:R:1
C 0.953 1.001 -2.096 -0.630
C -0.134 1.173 -1.053 -0.486
C -0.512 -0.021 -0.229 0.107
C -1.712 -0.134 0.324 -0.299
C 1.684 -0.440 0.631 0.104
N 0.535 -0.863 0.296 -0.404
H 0.572 0.700 -3.072 0.240
H 1.662 1.817 -2.205 0.240
H 1.607 0.133 -1.918 0.196
H 0.076 1.976 -0.356 0.235
H -0.984 1.668 -1.518 0.269
H -2.452 0.546 -0.074 0.242
H -2.068 -0.917 0.977 0.220
H 2.426 -1.073 1.089 0.236
H 1.843 0.616 0.458 0.225
H 0.243 -1.838 0.451 0.475
H -3.030 2.174 2.297 0.480
H -1.528 2.619 2.356 0.473
O -2.323 2.616 1.819 -0.948
H 0.945 -4.473 0.072 0.509
H 1.204 -3.707 1.341 0.484
O 0.994 -3.572 0.411 -0.970
```

## Properties
Energy relative to the best compared isomer or geometry (same formula, charge and spin) (kJ/mol): 245.19
Net charge: +1
Lowest unoccupied orbital energy (eV): -4.714
Gap between HOMO and LUMO (eV): 9.191

No. 2
DFT (ωB97M-V/def2-TZVPD) results for a cluster of 2 separate species, C5H14 in total.

```
19
Properties=species:S:1:pos:R:3:nbo_charge:R:1
C -1.146 -2.737 -0.462 -0.617
C -1.544 -1.374 0.060 -0.406
C -0.643 -0.842 1.188 -0.619
H -1.316 -2.920 -1.558 0.217
H -1.464 -3.565 0.177 0.206
H -0.040 -2.840 -0.371 0.198
H -1.562 -0.687 -0.831 0.190
H -2.586 -1.236 0.316 0.201
H -0.861 0.208 1.319 0.218
H -0.927 -1.374 2.127 0.200
H 0.343 -1.259 1.078 0.213
C 1.857 1.811 0.092 -0.621
C 1.126 2.808 -0.818 -0.617
H 1.063 1.070 0.271 0.212
H 2.727 1.357 -0.372 0.209
H 2.062 2.258 1.059 0.206
H 0.071 2.590 -0.884 0.202
H 1.590 2.870 -1.812 0.205
H 1.251 3.862 -0.580 0.203
```

## Properties
Energy relative to the best compared isomer or geometry (same formula, charge and spin) (kJ/mol): 82.77
Lowest unoccupied orbital energy (eV): 1.119
Gap between HOMO and LUMO (eV): 12.010
Structure (SMILES): CCC.CC

No. 3
DFT (ωB97M-V/def2-TZVPD) results for a structure of composition C6H12ErO2.

```
21
Properties=species:S:1:pos:R:3:lowdin_spin:R:1
C -3.078 0.089 1.302 0.463
C -2.690 0.788 0.190 0.363
C -1.256 1.252 -0.079 0.071
O -0.825 0.570 -1.204 -0.013
C -0.479 -0.797 -1.131 0.007
C 0.992 -1.149 -0.738 0.000
O 1.894 -0.021 -0.795 -0.001
C 2.895 0.199 0.067 -0.005
H -3.099 0.568 2.280 0.030
H -3.369 -0.959 1.228 0.033
H -3.444 1.068 -0.548 0.023
H -0.612 1.189 0.797 0.000
H -1.330 2.306 -0.347 0.017
H -0.570 -1.148 -2.151 0.000
H -1.184 -1.380 -0.540 0.004
H 1.075 -1.711 0.193 0.000
H 1.315 -1.818 -1.529 0.000
H 3.876 0.236 -0.461 -0.001
H 3.014 -0.535 0.910 -0.005
H 2.717 1.204 0.551 -0.002
Er 4.159 0.048 2.006 2.015
```

## Properties
Multiplicity: 4
Net charge: +3
Lowest unoccupied orbital energy (spin up / spin down) (eV): -13.030 / -12.899
⟨S²⟩: 3.772
Gap between HOMO and LUMO (spin up / spin down) (eV): 7.132 / 7.619

No. 4
DFT (ωB97M-V/def2-TZVPD) results for the ion C2H4O7S2Si2 with charge -2.

```
17
Properties=species:S:1:pos:R:3:nbo_charge:R:1
C -1.056 -0.182 -1.219 0.454
C 1.301 -0.594 -0.844 0.475
O -4.919 -0.143 0.926 -1.065
O 4.381 2.172 0.309 -1.058
O -1.119 -0.112 -2.442 -0.588
O 1.423 -1.429 -1.708 -0.581
O -4.030 2.198 1.207 -1.033
O 5.170 0.017 1.285 -1.076
O 0.062 -0.030 -0.525 -0.572
Si -2.684 -0.420 -0.202 0.599
Si 2.597 -0.163 0.542 0.714
S -4.292 1.080 0.233 1.200
S 4.632 0.722 0.071 1.221
H -3.759 -1.074 -1.186 -0.156
H -2.508 -1.264 1.098 -0.152
H 1.980 0.641 1.452 -0.182
H 2.823 -1.419 1.005 -0.198
```

## Properties
Energy relative to the best compared isomer or geometry (same formula, charge and spin) (kJ/mol): 0.00
Net charge: -2
Lowest unoccupied orbital energy (eV): 5.312
Gap between HOMO and LUMO (eV): 6.670

No. 5
DFT (ωB97M-V/def2-TZVPD) results for a structure of composition C20H58HfN3O11.

```
93
Properties=species:S:1:pos:R:3:lowdin_charge:R:1
Hf 3.507 4.844 -6.581 1.215
C 0.647 0.061 -1.760 -0.079
C 1.843 0.188 -2.655 -0.341
O 1.689 1.016 -3.759 -0.002
H 0.785 0.033 -0.679 0.080
H 0.179 -0.905 -1.950 0.082
H -0.102 0.841 -1.902 0.084
H 2.110 -0.774 -3.092 0.153
H 2.731 0.372 -2.051 0.146
C -4.322 -7.831 -0.601 -0.071
O -4.555 -9.216 -0.264 -0.196
C -3.851 -10.123 -1.103 -0.180
C -4.045 -11.644 -0.702 -0.144
N -5.234 -12.005 0.024 0.080
C -6.603 -11.812 -0.562 -0.114
C -6.885 -12.359 -2.009 -0.178
O -6.699 -13.787 -1.958 -0.176
C -6.383 -14.370 -3.256 -0.057
H -5.046 -7.300 0.016 0.096
H -4.539 -7.658 -1.654 0.086
H -3.289 -7.506 -0.474 0.088
H -2.772 -10.012 -1.001 0.121
H -4.073 -9.995 -2.163 0.120
H -3.160 -11.985 -0.165 0.128
H -4.019 -12.185 -1.648 0.119
H -5.253 -11.398 0.831 0.127
H -6.941 -10.781 -0.463 0.128
H -7.311 -12.272 0.128 0.130
H -6.282 -11.796 -2.721 0.112
H -7.941 -12.239 -2.249 0.132
H -7.306 -14.469 -3.828 0.092
H -6.026 -15.395 -3.150 0.093
H -5.633 -13.767 -3.768 0.084
C -4.791 8.270 -2.762 -0.070
O -4.848 9.140 -1.558 -0.182
C -4.199 10.437 -1.801 -0.191
C -4.966 11.503 -2.560 -0.221
N -4.327 12.780 -2.314 0.019
C -4.916 13.780 -3.218 -0.164
C -4.165 15.072 -2.993 -0.262
O -4.554 15.756 -1.836 -0.161
C -3.985 17.088 -1.852 -0.068
H -5.558 7.505 -2.644 0.082
H -3.908 7.641 -2.876 0.074
H -5.057 8.886 -3.621 0.078
H -3.307 10.322 -2.417 0.118
H -3.898 10.830 -0.830 0.125
H -5.981 11.547 -2.164 0.141
H -5.191 11.310 -3.609 0.122
H -4.427 12.886 -1.314 0.137
H -5.969 13.938 -2.988 0.137
H -4.946 13.450 -4.256 0.132
H -4.302 15.736 -3.846 0.124
H -3.107 14.813 -3.029 0.126
H -4.311 17.693 -1.006 0.091
H -4.207 17.714 -2.717 0.093
H -2.929 16.871 -1.692 0.093
C 11.076 -3.211 9.303 -0.127
O 9.889 -3.243 8.605 -0.185
C 8.707 -2.755 9.271 -0.163
C 7.420 -2.923 8.446 -0.119
N 6.829 -4.199 8.057 0.084
C 5.728 -4.331 7.207 -0.154
C 5.600 -3.356 5.949 -0.156
O 5.661 -1.976 6.261 -0.161
C 6.361 -1.146 5.331 -0.079
H 11.335 -2.161 9.439 0.094
H 11.846 -3.876 8.911 0.103
H 11.012 -3.465 10.360 0.087
H 8.795 -1.689 9.478 0.134
H 8.618 -3.276 10.224 0.131
H 7.678 -2.336 7.565 0.135
H 6.626 -2.329 8.900 0.144
H 7.554 -4.892 7.941 0.156
H 4.847 -4.313 7.849 0.142
H 5.605 -5.264 6.658 0.134
H 4.692 -3.641 5.419 0.135
H 6.440 -3.745 5.373 0.124
H 5.681 -0.872 4.526 0.093
H 7.247 -1.596 4.882 0.091
H 6.781 -0.231 5.750 0.095
O 1.039 6.263 -3.422 -0.096
H 0.860 7.174 -3.187 0.036
H 0.398 5.757 -2.924 0.034
O 7.299 -1.771 -4.271 -0.059
H 8.192 -1.724 -3.930 0.032
H 7.069 -2.699 -4.214 0.031
O -0.929 4.963 -7.522 -0.081
H -1.620 5.623 -7.572 0.036
H -1.387 4.152 -7.303 0.032
O 6.275 1.718 -6.778 -0.104
H 7.170 1.798 -7.109 0.038
H 6.234 0.837 -6.407 0.031
```

## Properties
Net charge: +3
Lowest unoccupied orbital energy (eV): -12.068
Gap between HOMO and LUMO (eV): 0.673

No. 6
DFT (ωB97M-V/def2-TZVPD) results for the ion C6H9N2 with charge +1.

```
17
Properties=species:S:1:pos:R:3:lowdin_spin:R:1
C -1.747 0.439 -0.104 0.312
C 2.109 0.751 -0.376 0.012
C -0.233 -1.802 -0.087 0.056
C 1.008 -1.052 0.484 0.012
C -1.371 -0.877 -0.061 0.426
C -1.518 1.855 0.106 0.031
N -2.486 -0.518 -0.712 1.031
N 1.016 0.266 -0.147 0.066
H 2.314 1.697 -0.793 0.003
H 3.030 0.166 -0.165 0.006
H -0.187 -2.148 -1.097 0.010
H -0.322 -2.770 0.444 0.013
H 0.889 -0.964 1.554 0.001
H 1.983 -1.647 0.333 -0.001
H -0.427 1.999 0.329 0.008
H -2.172 2.050 0.979 0.005
H -1.886 2.554 -0.686 0.010
```

## Properties
Multiplicity: 3
Energy relative to the best compared isomer or geometry (same formula, charge and spin) (kJ/mol): 371.26
Net charge: +1
Lowest unoccupied orbital energy (spin up / spin down) (eV): -4.473 / -8.821
⟨S²⟩: 2.008
Gap between HOMO and LUMO (spin up / spin down) (eV): 8.008 / 5.437

No. 7
DFT (ωB97M-V/def2-TZVPD) results for a structure of composition C36H39AsI2N3O3RuSSi2.

```
88
Properties=species:S:1:pos:R:3:lowdin_spin:R:1
Ru 0.075 -0.402 0.110 0.288
I -4.550 1.693 -1.206 0.001
C -2.995 2.440 -0.056 0.003
C -3.080 3.731 0.490 0.000
C -2.064 4.269 1.236 0.003
I -2.318 6.157 2.081 0.000
C -0.860 3.542 1.417 0.000
C 0.290 4.002 2.100 0.001
C 1.415 3.232 2.132 0.000
C 1.421 1.987 1.478 0.002
N 0.361 1.514 0.862 -0.001
C -0.785 2.255 0.850 0.000
C -1.894 1.627 0.177 0.000
O -1.796 0.386 -0.152 0.005
H -3.981 4.305 0.318 0.000
H 0.269 4.971 2.582 0.000
H 2.306 3.562 2.649 0.000
H 2.311 1.375 1.435 0.003
O -0.486 -2.292 -0.617 0.005
C -0.169 -2.758 -1.780 0.008
C -0.169 -4.160 -2.005 0.002
C 0.186 -4.707 -3.215 0.000
C 0.567 -3.902 -4.292 0.001
C 0.561 -2.536 -4.114 0.000
C 0.196 -1.957 -2.893 0.003
C 0.157 -0.506 -2.794 -0.002
N 0.496 0.258 -1.759 0.000
C 0.324 1.573 -2.167 -0.001
C -0.093 1.600 -3.451 0.001
N -0.200 0.280 -3.832 -0.001
H -0.459 -4.804 -1.186 0.000
H 0.178 -5.785 -3.328 0.000
H 0.864 -4.337 -5.236 0.000
H 0.868 -1.891 -4.931 0.000
H 0.555 2.404 -1.527 0.000
H -0.330 2.417 -4.107 0.000
H -0.543 -0.071 -4.708 0.000
C 2.696 -3.990 3.189 0.013
Si 1.795 -3.871 1.545 0.058
C 2.583 -5.080 0.351 0.015
C 0.004 -4.225 1.924 -0.001
As 2.078 -1.687 0.701 0.466
Si 4.327 -1.384 0.112 0.068
C 5.526 -1.869 1.470 0.006
C 4.692 -2.368 -1.435 0.021
C 4.487 0.448 -0.251 0.002
H 2.875 -5.045 3.421 0.001
H 2.087 -3.571 3.992 0.000
H 3.658 -3.476 3.202 0.001
H 2.196 -6.087 0.532 0.002
H 3.665 -5.105 0.503 0.000
H 2.387 -4.826 -0.692 0.001
H -0.045 -4.997 2.698 0.000
H -0.575 -4.540 1.061 0.000
H -0.477 -3.321 2.304 0.000
H 5.203 -2.761 2.006 0.000
H 5.635 -1.063 2.198 0.000
H 6.512 -2.080 1.047 0.001
H 4.789 -3.433 -1.214 0.000
H 5.630 -2.024 -1.881 0.003
H 3.897 -2.255 -2.175 0.002
H 4.487 1.022 0.679 0.001
H 3.647 0.789 -0.861 0.000
H 5.412 0.675 -0.786 0.000
O -0.535 -0.336 2.603 -0.003
S 0.514 -0.306 3.673 0.021
C 0.185 1.220 4.541 0.002
C -1.074 1.793 4.441 0.000
C -1.311 2.998 5.083 0.000
C -0.301 3.608 5.819 0.000
C 0.954 3.024 5.909 0.000
C 1.205 1.824 5.258 0.000
C -0.039 -1.467 4.915 0.000
C 0.786 -1.750 5.993 0.000
C 0.359 -2.663 6.943 0.000
C -0.875 -3.287 6.799 0.000
C -1.683 -3.000 5.708 0.000
C -1.268 -2.081 4.753 0.000
H -1.833 1.312 3.838 0.000
H -2.283 3.466 5.006 0.000
H -0.493 4.549 6.317 0.000
H 1.741 3.507 6.473 0.000
H 2.190 1.372 5.290 0.000
H 1.756 -1.275 6.083 0.000
H 0.992 -2.898 7.789 0.000
H -1.201 -4.009 7.536 0.000
H -2.639 -3.494 5.596 0.000
H -1.867 -1.849 3.881 0.000
```

## Properties
Multiplicity: 2
Energy relative to the best compared isomer or geometry (same formula, charge and spin) (kJ/mol): 41.75
Lowest unoccupied orbital energy (spin up / spin down) (eV): 0.079 / -0.858
⟨S²⟩: 0.769
Gap between HOMO and LUMO (spin up / spin down) (eV): 6.953 / 5.934

| no. | F_max (hartree/bohr) |
| --- | --- |
| 1 | 0.0335 |
| 2 | 0.0525 |
| 3 | 0.1162 |
| 4 | 0.0675 |
| 5 | 0.0581 |
| 6 | 0.0768 |
| 7 | 0.0241 |